# C4H7NO

A single C4H7NO molecule at a distorted geometry (ωB97M-V with the def2-TZVPD basis set, the OMol25 dataset).

Atoms and positions in Å:
C1 -1.50207 -0.54795 0.44414
C2 -0.19535 -0.49338 -0.28329
C3 0.20803 0.40323 -1.36472
N1 0.47604 0.83436 -0.00631
C4 1.57437 0.65119 0.81735
O1 1.86029 -0.43714 1.26504
H1 -1.25024 -0.68167 1.50559
H2 -2.13417 -1.38248 0.13194
H3 -2.02549 0.40392 0.33296
H4 0.39948 -1.40809 -0.20389
H5 1.06571 0.09234 -1.95345
H6 -0.53901 0.99608 -1.87185
H7 2.06241 1.56958 1.18649

The value obtained for the HOMO energy is -0.36070 Eh. As for the charge: 0. As for the SMILES: C[C@H]1CN1C=O. The value obtained for the gap between HOMO and LUMO is 0.3950 Ha. Its relative energy (zero: lowest compared OMol25 entry of this formula, charge and spin) is 51.8 kcal per mole.

# C4H7NO

A single C4H7NO molecule at a distorted geometry (ωB97M-V with the def2-TZVPD basis set, the OMol25 dataset).

Atoms and positions in Å:
C1 0.56548 -1.15008 0.51797
C2 -0.74954 -1.00188 -0.24488
O1 -1.50878 0.17646 0.10585
C3 -0.99906 1.41923 -0.07672
N1 0.21136 1.66552 -0.35849
C4 1.38730 1.54595 -0.83401
H1 0.41516 -1.07987 1.60291
H2 1.01904 -2.11605 0.27675
H3 -0.54231 -1.02885 -1.32857
H4 -1.44089 -1.81377 0.01911
H5 -1.73969 2.20286 0.10197
H6 2.10842 1.57701 0.01709
H7 1.27352 -0.39653 0.20102

The value obtained for the HOMO energy is -0.29172 Eh. As for the charge: 0. The value obtained for the gap between HOMO and LUMO is 0.3267 Ha. Its relative energy (zero: lowest compared OMol25 entry of this formula, charge and spin) is 89.5 kcal per mole.